No. 1
The following is a quantum chemistry calculation of 2 unconnected molecules or ions with the total composition C9H18N2O7, from OMol25.

Computed properties:
* E_HOMO: -9.8 eV
* molar mass: 266.2 g mol⁻¹
* SMILES: C[C@@H](O)[C@H](N)C(=O)O.N[C@@H](CCC(=O)O)C(=O)O
* ΔE to the lowest compared entry with this formula, charge and spin: 0.00 kJ/mol

Each line ends with the natural charge from an NBO analysis.
Positions of all 36 atoms, in Å:
C  -4.56072  0.58253  0.40242  -0.1852
C  -5.28134  -0.18479  -0.72181  0.7751
C  -3.27064  1.23885  -0.10927  0.1080
C  -2.56475  2.04509  0.97152  -0.6381
C  4.47991  -0.18321  -0.58197  -0.1673
C  4.90916  1.29191  -0.45688  0.7748
C  3.00260  -0.33702  -0.22141  -0.4064
C  2.47021  -1.73710  -0.53399  -0.5147
C  1.02500  -1.91960  -0.14019  0.7922
H  -3.58905  -0.96084  1.22189  0.3724
H  -5.09560  -0.78698  1.78299  0.3758
H  -5.23851  1.38738  0.72596  0.2106
H  -3.51666  1.92017  -0.94558  0.1427
H  -1.59145  0.50779  -0.78663  0.4773
H  -2.35041  1.40579  1.83159  0.2351
H  -1.62917  2.46640  0.58482  0.2076
H  -3.19103  2.87894  1.30672  0.2180
H  -5.26988  1.43068  -1.75101  0.4778
H  5.52572  -1.93709  -0.23376  0.3800
H  5.07800  -1.15450  1.13413  0.3713
H  4.61788  -0.43339  -1.64289  0.2194
H  2.86621  -0.11865  0.84513  0.2181
H  2.43941  0.42268  -0.77089  0.2425
H  2.54346  -1.96185  -1.60202  0.2335
H  3.05467  -2.48992  0.01147  0.2247
H  -0.13159  -1.74740  1.31850  0.5016
H  6.49010  0.55091  0.16652  0.5087
N  -4.26022  -0.26208  1.53787  -0.8219
N  5.40955  -1.02066  0.18154  -0.8583
O  -5.60186  -1.33840  -0.62730  -0.5646
O  -2.47333  0.16869  -0.58430  -0.7234
O  -5.59689  0.52292  -1.82926  -0.6673
O  4.18488  2.20829  -0.75131  -0.5820
O  0.14003  -2.30662  -0.86225  -0.5783
O  0.81619  -1.60582  1.15613  -0.6920
O  6.16011  1.45689  -0.02649  -0.6680

No. 2
The following is a quantum chemistry calculation of 4 unconnected molecules or ions with the total composition C3H15NO3, from OMol25.

Computed properties:
* E_HOMO: -8.8 eV
* molar mass: 113.2 g mol⁻¹
* SMILES: CN(C)C.O.O.O
* ΔE to the lowest compared entry with this formula, charge and spin: 116.33 kJ/mol

Each line ends with the natural charge from an NBO analysis.
Positions of all 22 atoms, in Å:
C  1.20395  0.07969  1.30575  -0.4244
N  0.98671  0.80721  0.06072  -0.4648
C  2.07110  0.72041  -0.89069  -0.4099
C  0.74985  2.22183  0.33464  -0.4264
H  1.32493  0.76733  2.14554  0.1780
H  0.31979  -0.51107  1.52322  0.2160
H  2.12867  -0.49442  1.26575  0.1981
H  1.68860  1.04274  -1.86450  0.2012
H  2.42748  -0.29865  -0.96281  0.2034
H  2.88892  1.40676  -0.64216  0.1624
H  1.63370  2.67077  0.80920  0.1662
H  0.55075  2.80808  -0.55571  0.2057
H  0.00149  2.32739  1.12270  0.1981
H  -0.62194  -3.62484  0.71603  0.4731
H  -1.92427  -2.83130  0.40425  0.4953
O  -0.96559  -2.74587  0.54198  -0.9716
H  -1.61855  1.08815  -0.50110  0.4724
H  -0.95834  -0.19514  -0.58661  0.4937
O  -1.70190  0.26959  -1.00819  -0.9617
H  -2.82386  -1.41524  -0.75587  0.4936
H  -3.82852  -2.01844  -1.68820  0.4740
O  -3.53299  -2.07497  -0.77389  -0.9722

No. 3
The following is a quantum chemistry calculation of C15H21NO3 in the gas phase, from OMol25.

Computed properties:
* E_HOMO: -9.1 eV
* molar mass: 263.3 g mol⁻¹
* SMILES: O=C(O)CCCC(=O)NCCCCc1ccccc1
* ΔE to the lowest compared entry with this formula, charge and spin: 13.94 kJ/mol

Each line ends with the natural charge from an NBO analysis.
Positions of all 40 atoms, in Å:
O  0.82010  -2.51420  -5.75653  -0.6147
C  -0.25184  -2.01956  -5.52335  0.8033
O  -1.36904  -2.42002  -6.14947  -0.6853
H  -1.17085  -3.14758  -6.75953  0.4946
C  -0.53771  -0.92041  -4.54162  -0.5437
H  -1.17160  -0.18217  -5.03446  0.2347
H  -1.11303  -1.35557  -3.71868  0.2861
C  0.72835  -0.27904  -3.97885  -0.3790
C  1.48044  -1.21393  -3.02386  -0.4997
C  0.71001  -1.47312  -1.74082  0.6850
O  -0.47021  -1.76440  -1.70951  -0.6519
N  1.45433  -1.37297  -0.61698  -0.6121
H  2.42262  -1.10208  -0.67957  0.3912
C  0.90614  -1.54614  0.70907  -0.2263
H  1.47938  -2.31449  1.23900  0.1936
H  -0.11940  -1.89676  0.57477  0.2346
C  0.91844  -0.24183  1.50722  -0.4061
C  0.02998  0.82192  0.86802  -0.3866
H  0.37872  1.02476  -0.14701  0.2031
H  -0.98903  0.43810  0.79688  0.2071
C  0.02916  2.13047  1.66761  -0.4157
C  -0.55307  1.93694  3.03897  -0.0362
C  0.26079  1.86876  4.16185  -0.2136
C  -0.28225  1.66068  5.41788  -0.2060
C  -1.65033  1.51596  5.56715  -0.2228
C  -2.47160  1.58341  4.45419  -0.2216
C  -1.92582  1.79240  3.20100  -0.1626
H  -2.57135  1.84803  2.33592  0.1999
H  -3.54079  1.47430  4.56429  0.2116
H  -2.07550  1.35365  6.54665  0.2125
H  0.36467  1.61153  6.28193  0.2115
H  1.33044  1.98257  4.05280  0.2067
H  -0.56083  2.87201  1.12389  0.2157
H  1.05222  2.50415  1.74906  0.2036
H  1.94453  0.12997  1.57812  0.1874
H  0.56715  -0.45002  2.51914  0.2187
H  2.45858  -0.78795  -2.79465  0.2032
H  1.63535  -2.16903  -3.52932  0.2548
H  0.45606  0.63687  -3.45013  0.2071
H  1.39681  -0.01518  -4.80106  0.2174

No. 4
The following is a quantum chemistry calculation of 6 unconnected molecules or ions with the total composition C38H86INO26P6, from OMol25.

Computed properties:
* E_HOMO: -9.2 eV
* molar mass: 1285.8 g mol⁻¹
* SMILES: O=C(O)C[C@@]1(CC(=O)I)CNC(=O)[C@@H]1P(O)O.CCOP(=O)(OCC)OCC.CCOP(=O)(OCC)OCC.CCOP(=O)(OCC)OCC.CCOP(=O)(OCC)OCC.CCOP(=O)(OCC)OCC
* ΔE to the lowest compared entry with this formula, charge and spin: 0.00 kJ/mol

Each line ends with the Löwdin charge.
Positions of all 158 atoms, in Å:
O  1.67638  4.68245  -1.32743  0.1292
C  1.50301  4.15435  -0.28902  -0.5009
O  0.90733  4.82817  0.74978  0.0890
C  1.99299  2.75213  -0.02868  -0.0429
C  1.34741  1.95628  1.12132  -0.3546
C  -0.19084  1.85178  1.18227  -0.1921
C  -0.86641  1.67766  -0.14539  -0.8151
O  -0.67672  2.33230  -1.10443  0.0394
I  -2.31081  0.09109  -0.18055  0.9258
C  1.82485  0.45395  0.82150  -0.1167
N  2.45035  -0.14461  2.00419  0.0762
C  2.92506  0.97797  2.75251  -0.5221
O  3.86635  0.97038  3.46699  0.1319
C  2.02845  2.19462  2.49181  -0.2569
P  1.10066  2.28955  4.11856  0.8889
O  0.12269  3.58511  4.05277  -0.2639
O  0.19954  0.92125  4.16982  -0.2719
H  -0.04013  4.61689  0.76766  0.1123
H  3.06504  2.83532  0.20189  0.1547
H  1.92139  2.23110  -0.98719  0.1333
H  -0.65609  2.68118  1.73269  0.1068
H  -0.41679  0.95919  1.77214  0.0618
H  1.06449  -0.22992  0.43476  0.1229
H  2.63574  0.52783  0.08990  0.1216
H  1.71980  -0.50999  2.62371  0.1251
H  2.72034  3.04194  2.47844  0.1321
H  -0.63983  3.53914  3.45463  0.0467
H  -0.65231  0.94982  3.70040  0.0656
O  0.10377  -3.41103  1.26358  -0.2312
P  -0.33315  -4.79266  1.07327  0.3981
O  0.90759  -5.77201  0.83265  -0.1739
C  2.20501  -5.47631  1.36053  -0.2653
C  2.37788  -5.92961  2.79469  -0.0689
O  -1.07131  -4.87993  -0.35386  -0.1897
C  -1.20240  -3.73534  -1.19954  -0.2899
C  -0.03963  -3.63178  -2.15432  -0.0648
O  -1.39189  -5.70481  1.76424  -0.1510
C  -1.12879  -6.54047  2.90743  -0.2429
C  -1.04292  -5.76276  4.20448  -0.0682
H  2.42533  -4.41137  1.26892  0.1106
H  2.91365  -6.00307  0.72168  0.1191
H  1.64487  -5.45480  3.44824  0.0567
H  3.37383  -5.67132  3.15418  0.0835
H  2.25486  -7.01033  2.88236  0.0802
H  -1.31557  -2.83351  -0.60737  0.0323
H  -2.12584  -3.86186  -1.76813  0.1193
H  0.91568  -3.61556  -1.62750  0.0760
H  -0.11522  -2.72746  -2.76051  0.0788
H  -0.02380  -4.49577  -2.82078  0.0679
H  -0.23592  -7.14491  2.74339  0.1042
H  -1.96865  -7.23249  2.94247  0.1216
H  -0.29262  -4.97197  4.13715  0.0632
H  -0.77773  -6.42075  5.03111  0.0889
H  -1.99139  -5.28108  4.43986  0.0748
O  -1.24667  -3.22170  7.09626  -0.2199
P  -1.31814  -1.77641  7.27923  0.3967
O  -1.57101  -1.39414  8.81433  -0.1741
C  -1.14041  -2.24985  9.87457  -0.2693
C  0.30728  -2.02919  10.26090  -0.0719
O  -2.69895  -1.26398  6.64094  -0.1855
C  -3.62304  -2.16513  6.03314  -0.2803
C  -4.64601  -2.65987  7.03315  -0.0707
O  -0.50032  -0.56146  6.74440  -0.1654
C  0.69000  -0.07744  7.39465  -0.2480
C  1.90307  -0.94155  7.11129  -0.0621
H  -1.31041  -3.29722  9.61870  0.1104
H  -1.78512  -2.02153  10.72329  0.1190
H  0.97094  -2.20143  9.41177  0.0576
H  0.59322  -2.71121  11.06167  0.0824
H  0.46848  -1.00846  10.61102  0.0805
H  -3.10002  -2.99643  5.56102  0.0951
H  -4.11847  -1.60331  5.23989  0.1155
H  -4.15912  -3.12285  7.89208  0.0738
H  -5.31320  -3.38947  6.57224  0.0770
H  -5.24468  -1.82831  7.40656  0.0776
H  0.51572  0.04408  8.46438  0.1005
H  0.84947  0.92195  6.99236  0.0994
H  1.71644  -1.98512  7.37731  0.0663
H  2.76417  -0.58770  7.67765  0.0879
H  2.15441  -0.92043  6.05268  0.0737
O  -3.33256  -5.66685  -7.04685  -0.2251
P  -3.69762  -6.05529  -5.67143  0.5214
O  -4.78057  -7.26344  -5.80989  -0.1909
C  -4.66136  -8.25027  -6.82779  -0.2849
C  -3.72984  -9.38128  -6.43927  -0.0758
O  -4.67729  -4.81157  -5.26389  -0.2157
C  -4.84362  -3.66768  -6.09839  -0.2920
C  -6.01479  -3.84381  -7.04230  -0.0766
O  -3.46245  -6.18949  -4.09850  -0.1778
C  -3.08962  -7.40570  -3.43917  -0.2557
C  -1.61707  -7.72643  -3.59429  -0.0651
H  -4.34125  -7.80124  -7.77006  0.1089
H  -5.66678  -8.64154  -6.98842  0.1196
H  -2.72657  -9.00549  -6.22208  0.0658
H  -3.65490  -10.10724  -7.24920  0.0797
H  -4.09222  -9.90095  -5.55085  0.0763
H  -3.92859  -3.44633  -6.64558  0.1031
H  -5.03048  -2.82658  -5.42811  0.1148
H  -5.90052  -4.74763  -7.64114  0.0708
H  -6.10151  -2.98732  -7.71252  0.0754
H  -6.94400  -3.94059  -6.47913  0.0752
H  -3.72624  -8.22819  -3.76656  0.1019
H  -3.31378  -7.23812  -2.38602  0.1252
H  -1.32948  -7.75873  -4.64922  0.0696
H  -1.38437  -8.68990  -3.14161  0.0837
H  -1.00637  -6.96166  -3.11341  0.0683
O  6.22961  5.09843  0.24838  -0.2240
P  6.78522  6.37684  -0.18765  0.3991
O  6.05033  7.59804  0.54502  -0.1739
C  5.45146  7.44326  1.83242  -0.2698
C  6.43787  7.61216  2.96903  -0.0717
O  6.35065  6.60269  -1.71188  -0.1813
C  5.54714  5.63801  -2.39652  -0.2711
C  4.07466  5.94850  -2.25048  -0.0768
O  8.22202  6.94434  -0.43122  -0.1514
C  9.02607  7.53750  0.59866  -0.2519
C  9.67344  6.50326  1.49724  -0.0728
H  4.94507  6.47946  1.90931  0.1078
H  4.68173  8.21235  1.89800  0.1197
H  7.24797  6.88493  2.89692  0.0587
H  5.93778  7.47224  3.92743  0.0825
H  6.88020  8.60966  2.95941  0.0795
H  5.77089  4.63221  -2.04328  0.1043
H  5.84154  5.68191  -3.44621  0.1170
H  3.79077  6.02243  -1.20262  0.0664
H  3.47546  5.17456  -2.72215  0.0651
H  3.83735  6.90675  -2.71629  0.0842
H  8.44571  8.26745  1.16409  0.1002
H  9.79838  8.09691  0.07310  0.1223
H  8.92918  5.83111  1.92959  0.0664
H  10.21634  6.98794  2.30842  0.0838
H  10.37236  5.88804  0.93102  0.0814
O  -4.12141  3.48749  -5.22555  -0.2193
P  -2.98512  4.15372  -5.85397  0.3991
O  -2.94779  5.71012  -5.46862  -0.1750
C  -3.50565  6.18515  -4.24306  -0.2702
C  -2.54835  6.07345  -3.07325  -0.0712
O  -3.27256  4.21727  -7.43075  -0.1851
C  -4.47271  3.69041  -7.99415  -0.2819
C  -5.54759  4.75250  -8.08660  -0.0741
O  -1.47491  3.82016  -6.06241  -0.1484
C  -0.46245  4.13842  -5.09142  -0.2385
C  -0.45219  3.17150  -3.92774  -0.0792
H  -4.44110  5.66917  -4.01918  0.1105
H  -3.75346  7.23311  -4.41364  0.1186
H  -2.24350  5.03793  -2.91337  0.0573
H  -3.02474  6.43576  -2.16153  0.0806
H  -1.64723  6.66442  -3.24302  0.0817
H  -4.82065  2.82722  -7.42857  0.1055
H  -4.20986  3.33830  -8.99276  0.1161
H  -5.73951  5.19814  -7.11000  0.0729
H  -6.47722  4.32716  -8.46715  0.0762
H  -5.23229  5.55463  -8.75519  0.0764
H  -0.56002  5.17273  -4.76074  0.1025
H  0.48278  4.07752  -5.62862  0.1237
H  -1.43361  3.10611  -3.45632  0.0582
H  0.27268  3.48712  -3.17982  0.0591
H  -0.19205  2.16705  -4.26536  0.0888

no.,maximum force (hartree/bohr),orbital gap (eV),E_LUMO (Eh)
1,0.0106,10.1,0.010
2,0.0192,9.6,0.031
3,0.0127,9.9,0.027
4,0.1398,8.8,-0.015